[1]
Below is C23H47NbO16 as an isolated structure in a non-equilibrium geometry, with properties calculated with the ωB97M-V functional and the def2-TZVPD basis.

XYZ file:
```
87
Properties=species:S:1:pos:R:3
C 0.1505 -2.5859 -1.4574
C 1.5175 -3.2628 -1.4684
O 2.0175 -3.3433 -2.8155
C 3.1270 -2.5924 -3.1213
O 3.1295 -1.9504 -4.1306
C 4.3566 -2.8015 -2.2647
C 4.6844 -1.7509 -1.1977
C 4.7960 -0.2900 -1.6787
Nb 2.9799 1.0587 -1.2039
C 2.1276 1.5514 -3.2469
O 3.0797 1.7497 -4.0284
O 0.8946 1.5755 -3.4404
H 0.0832 -1.9114 -2.3086
H -0.6502 -3.3287 -1.5203
H 0.0387 -1.9995 -0.5459
H 2.2021 -2.7005 -0.8387
H 1.4455 -4.2887 -1.0920
H 5.1866 -2.8677 -2.9718
H 4.2662 -3.7754 -1.7699
H 3.9603 -1.8090 -0.3830
H 5.6380 -2.0888 -0.7601
H 5.6185 0.1793 -1.1250
H 5.0222 -0.2084 -2.7464
H 4.0577 2.5614 -1.0181
H 1.5767 2.0809 -0.5455
H 1.9369 -0.4855 -1.1199
H 3.1415 0.7184 0.6327
C -3.0770 1.9146 0.5256
C -2.8346 0.5416 1.1128
O -1.6530 0.5184 1.9200
C -1.7719 1.0051 3.1424
O -2.7929 1.4072 3.6616
O -0.5789 0.9684 3.7290
C -0.5310 1.5282 5.0364
H -2.1975 2.2394 -0.0311
H -3.9324 1.8845 -0.1512
H -3.2794 2.6458 1.3095
H -2.6493 -0.1768 0.3173
H -3.6823 0.1904 1.7028
H -1.2804 1.0742 5.6842
H -0.6829 2.6064 4.9953
H 0.4664 1.3206 5.4129
C 2.8884 -4.0561 -7.8069
C 3.2523 -4.1708 -6.3441
O 3.1972 -5.5510 -5.8985
C 4.2180 -6.3126 -6.2309
O 5.2005 -6.0001 -6.8583
O 3.9918 -7.5526 -5.7522
C 5.0205 -8.4880 -6.0530
H 1.9091 -4.5015 -7.9917
H 2.8500 -3.0030 -8.0844
H 3.6210 -4.5575 -8.4407
H 2.5389 -3.6439 -5.7173
H 4.2390 -3.7632 -6.1349
H 5.9917 -8.1194 -5.7276
H 5.0533 -8.6930 -7.1235
H 4.7671 -9.3962 -5.5115
C -9.0143 1.2000 -2.2617
C -8.8350 -0.1233 -1.5497
O -7.6674 -0.1238 -0.7180
C -7.7977 0.4878 0.4606
O -8.8108 0.9823 0.8922
O -6.6218 0.4520 1.0750
C -6.5760 1.1115 2.3440
H -8.1149 1.4525 -2.8238
H -9.8534 1.1387 -2.9559
H -9.2125 2.0005 -1.5502
H -8.6610 -0.9254 -2.2649
H -9.7089 -0.3769 -0.9493
H -7.3599 0.7443 3.0037
H -6.6776 2.1875 2.2114
H -5.5994 0.8938 2.7679
C 3.4131 6.1436 7.4777
C 2.4839 5.5049 8.4861
O 1.2100 6.1739 8.5408
C 0.3735 5.8637 7.5473
O 0.5810 5.0718 6.6678
O -0.7426 6.5821 7.6974
C -1.7162 6.3607 6.6689
H 3.5277 7.2083 7.6868
H 4.3943 5.6710 7.5254
H 3.0296 6.0285 6.4654
H 2.8822 5.5956 9.4955
H 2.3272 4.4489 8.2685
H -1.9445 5.3017 6.5727
H -1.3530 6.7414 5.7160
H -2.6020 6.9089 6.9762
```

## Properties
Kohn-Sham gap, eV: 2.974
Total charge: -2
E_LUMO, eV: 3.30
Max |F|, eV/A: 2.892
HOMO energy, hartree: 0.012

Here are the Mulliken charges for atoms 1 to 2, given in e: atom 1 (C): -1.25, atom 2 (C): 0.04

***

[2]
Below is a 3-piece molecular cluster, C23H48BBrN2O5 overall in a non-equilibrium geometry, with properties calculated with the ωB97M-V functional and the def2-TZVPD basis.

XYZ file:
```
80
Properties=species:S:1:pos:R:3
C 4.8704 -0.3491 3.2282
C 3.5971 -0.6395 2.3515
C 3.8783 -1.3103 0.9751
O 4.6330 -0.4750 0.0637
C 4.1564 -0.8592 -1.2471
B 5.2391 -0.5853 -2.4195
Br 7.0326 0.1464 -2.0496
C 4.7567 -0.9706 -3.9350
O 5.2267 -2.2823 -4.3413
O 4.8132 -3.2206 -3.3836
H 4.7002 0.6103 3.7864
H 5.8068 -0.2019 2.6478
H 4.9733 -1.1493 3.9955
H 2.9664 0.2645 2.1658
H 2.9571 -1.3557 2.9277
H 4.3220 -2.3386 1.0450
H 2.8740 -1.4515 0.4872
H 3.2495 -0.2313 -1.4523
H 3.9209 -1.9585 -1.3133
H 5.1854 -0.2400 -4.6585
H 3.6365 -0.9939 -4.0247
H 3.8446 -3.1381 -3.2886
C -1.4970 -2.8546 -2.4568
C -0.8881 -1.4863 -2.0893
C -1.9672 -0.5532 -1.5147
C -2.9002 0.0254 -2.5700
C -2.0989 0.6991 -3.6789
C -1.0454 -0.2293 -4.3041
N -0.1937 -0.9028 -3.2788
O 0.6843 0.0013 -2.8402
C -1.7572 -1.2713 -5.1945
C -0.1977 0.5872 -5.3010
C 0.0815 -1.8376 -0.9446
H -2.2598 -2.8136 -3.2299
H -0.7224 -3.5479 -2.7919
H -1.9863 -3.3008 -1.5882
H -1.4898 0.2801 -0.9854
H -2.5583 -1.0858 -0.7645
H -3.5465 -0.7578 -2.9763
H -3.5648 0.7592 -2.1060
H -2.7845 1.0568 -4.4526
H -1.6138 1.5914 -3.2678
H -1.0882 -2.0955 -5.4526
H -2.0857 -0.8214 -6.1338
H -2.6620 -1.6812 -4.7483
H 0.2859 1.4469 -4.8365
H -0.8261 0.9811 -6.1017
H 0.5725 -0.0373 -5.7607
H 0.8984 -2.4749 -1.2931
H -0.4391 -2.3765 -0.1509
H 0.5166 -0.9498 -0.4826
C -0.8171 2.1013 5.1411
C -0.8820 1.2094 3.8847
C -0.5081 2.0172 2.6310
C -1.6125 2.9528 2.1558
C -2.9177 2.1841 1.9711
C -3.3363 1.4067 3.2299
N -2.2268 0.5770 3.7846
O -2.1068 -0.4963 3.0171
C -3.8558 2.4041 4.2885
C -4.5748 0.5515 2.8933
C 0.2404 0.1804 4.1291
H -1.5149 2.9346 5.1368
H -1.0053 1.5159 6.0435
H 0.1734 2.5513 5.2398
H -0.2634 1.3322 1.8105
H 0.4000 2.5971 2.8186
H -1.7422 3.7782 2.8616
H -1.3214 3.4074 1.2050
H -3.7103 2.8818 1.6847
H -2.8012 1.4946 1.1269
H -3.9232 1.9369 5.2736
H -4.8576 2.7562 4.0333
H -3.2533 3.3074 4.3697
H -4.3984 -0.1372 2.0666
H -5.4076 1.1897 2.5920
H -4.8974 -0.0263 3.7628
H 0.0175 -0.4548 4.9894
H 1.1863 0.6870 4.3309
H 0.4093 -0.4618 3.2638
```

## Properties
Kohn-Sham gap (spin up / spin down), eV: 9.372 / 9.186
Total charge: 0
E_LUMO (spin up / spin down), eV: 0.44 / -0.32
2S+1: 3
Max |F|, eV/A: 3.670
HOMO energy (spin up / spin down), hartree: -0.328 / -0.349

Here are the Mulliken charges for atoms 1 to 2, given in e: atom 1 (C): -1.16, atom 2 (C): -0.15

***

[3]
Below is a 4-piece molecular cluster, C23H48F4N overall, with properties calculated with the ωB97M-V functional and the def2-TZVPD basis.

XYZ file:
```
76
Properties=species:S:1:pos:R:3
C 7.1146 -6.5298 4.5609
C 6.4003 -5.4173 4.5138
C 6.6764 -4.2510 3.6080
N 7.4395 -3.2534 4.3122
C 7.4925 -2.0605 3.7750
F 8.7023 -1.3797 4.0469
F 7.4296 -2.0044 2.3013
C 6.4415 -0.9671 4.1182
F 6.6645 -0.4022 5.3371
F 5.1901 -1.5421 4.1943
H 6.8968 -7.3307 5.2596
H 7.9660 -6.6613 3.8986
H 5.5596 -5.3058 5.1981
H 7.1798 -4.6292 2.7008
H 5.6979 -3.8770 3.2598
H 6.3806 -0.1668 3.3754
C 2.6069 -3.7224 3.4289
C 2.3820 -3.0652 2.0730
C 2.2202 -1.5478 2.1608
C 1.0378 -1.0792 3.0107
C -0.3224 -1.6280 2.5804
C -0.6946 -1.2552 1.1497
H 1.7463 -3.5972 4.0910
H 2.7915 -4.7929 3.3233
H 3.4749 -3.2913 3.9259
H 1.5122 -3.5115 1.5779
H 3.2401 -3.2784 1.4303
H 2.1328 -1.1347 1.1507
H 3.1363 -1.1286 2.5851
H 1.0009 0.0158 2.9801
H 1.2144 -1.3433 4.0563
H -1.0862 -1.2470 3.2648
H -0.3350 -2.7164 2.6884
H -0.6806 -0.1688 1.0233
H -1.6922 -1.6112 0.8857
H 0.0094 -1.6792 0.4320
C -1.7080 4.3660 -2.7164
C -1.3267 2.9677 -2.2439
C -1.6145 2.7212 -0.7641
C -0.8569 3.6393 0.1978
C 0.6639 3.6088 0.0445
C 1.2620 2.2242 0.2614
H -1.1373 5.1409 -2.2020
H -1.5234 4.4820 -3.7859
H -2.7690 4.5601 -2.5386
H -0.2692 2.7853 -2.4545
H -1.8808 2.2300 -2.8310
H -1.3887 1.6781 -0.5278
H -2.6891 2.8430 -0.5881
H -1.1127 3.3490 1.2221
H -1.2091 4.6681 0.0797
H 1.0991 4.3096 0.7617
H 0.9461 3.9792 -0.9459
H 0.9968 1.8376 1.2484
H 2.3501 2.2402 0.1951
H 0.8997 1.5082 -0.4786
C -3.7124 1.8095 -5.1255
C -4.7616 2.2242 -4.1001
C -5.7134 1.0964 -3.7047
C -6.5420 0.5236 -4.8567
C -7.3835 1.5513 -5.6124
C -8.4053 2.2660 -4.7353
H -4.1655 1.4975 -6.0682
H -3.0340 2.6355 -5.3444
H -3.1127 0.9761 -4.7521
H -5.3300 3.0772 -4.4826
H -4.2558 2.5799 -3.1982
H -6.3800 1.4538 -2.9152
H -5.1309 0.2836 -3.2594
H -7.2045 -0.2505 -4.4560
H -5.8818 0.0160 -5.5651
H -7.9013 1.0439 -6.4308
H -6.7292 2.2902 -6.0844
H -9.0791 1.5489 -4.2603
H -9.0127 2.9594 -5.3185
H -7.9232 2.8398 -3.9422
```

## Properties
Kohn-Sham gap, eV: 5.317
Total charge: -1
E_LUMO, eV: 2.01
Max |F|, eV/A: 0.331
HOMO energy, hartree: -0.122

Here are the Mulliken charges for atoms 1 to 2, given in e: atom 1 (C): -0.70, atom 2 (C): -0.17

***

Q: The highest max |F| belongs to which entry?
A: C23H48BBrN2O5